# 1
ORCA calculation (ωB97M-V/def2-TZVPD) on an isolated molecule of C4H4N2O in a non-equilibrium geometry.

XYZ file:
```
11
Properties=species:S:1:pos:R:3:lowdin_charge:R:1
N -2.3351 0.5800 -0.2747 0.16
C -1.1799 0.9456 -0.0681 -0.16
C 0.0257 1.3919 0.2172 -0.15
O 1.0606 0.6199 0.7184 -0.11
C 1.3140 -0.5792 0.0338 -0.20
C 0.3606 -1.6600 0.3737 -0.18
N -0.3794 -2.5135 0.6204 0.16
H 0.2687 2.4419 0.1012 0.12
H -2.5112 0.2441 -1.2236 0.08
H 1.2889 -0.4279 -1.0535 0.13
H 2.3174 -0.9002 0.3255 0.13
```

Its SMILES is N#CCOC=C=N. The calculation puts the relative energy (zero: lowest compared OMol25 entry of this formula, charge and spin) at 65.4 kcal per mole. Its LUMO energy is 0.51 eV. As for the spin multiplicity: 1.

# 2
ORCA calculation (ωB97M-V/def2-TZVPD) on an isolated molecule of C6H17N3 in a non-equilibrium geometry.

XYZ file:
```
26
Properties=species:S:1:pos:R:3:lowdin_charge:R:1
C -1.2488 0.1112 1.1234 -0.19
C 1.9879 0.1929 1.6282 -0.12
C -1.9076 1.3559 0.5581 -0.12
N 1.2052 0.8253 0.5773 -0.08
H 1.7365 1.5905 0.1695 0.11
H -0.6931 0.3825 2.0191 0.09
H -2.0051 -0.5867 1.4832 0.09
H 2.1930 0.9431 2.3915 0.08
H 2.9241 -0.2445 1.2682 0.07
H 1.4081 -0.6061 2.0848 0.07
H -1.1617 2.1113 0.3198 0.06
H -2.5807 1.7842 1.3026 0.07
H -2.4897 1.1315 -0.3331 0.06
C -1.3192 -1.4020 -1.1301 -0.08
C 0.7665 -0.0401 -0.5188 -0.64
N 1.8247 -0.9719 -0.8964 0.09
N 0.5090 0.8617 -1.6406 0.09
C -0.4504 -0.8449 -0.0092 -0.26
H 1.4675 -1.6773 -1.5285 0.06
H 2.5673 -0.4664 -1.3697 0.08
H 0.1483 0.3387 -2.4303 0.07
H -0.1862 1.5540 -1.3921 0.06
H -0.0438 -1.6879 0.5588 0.12
H -1.8287 -0.6129 -1.6830 0.06
H -0.7377 -1.9917 -1.8450 0.07
H -2.0856 -2.0502 -0.7076 0.08
```

Its SMILES is CC[C@@H](C)C(N)(N)NC. The calculation puts the relative energy (zero: lowest compared OMol25 entry of this formula, charge and spin) at 7.3 kcal per mole. Its LUMO energy is 1.01 eV. As for the spin multiplicity: 1.

no.,E (Eh)
1,-339.4775
2,-403.0625